No. 1
55
Properties=species:S:1:pos:R:3 method="wB97M-V/def2-TZVPD" de_lowest_ev=1.414 e_tot_ev=-135973.5882 lumo_energy_ev=-12.03 e_homo_ev=-16.76 charge=+3 molar_mass_g_mol=727.83
Re 0.162 -0.106 -0.137
C 2.826 -1.157 2.446
C 2.251 0.161 2.880
C 3.069 1.061 3.558
C 2.561 2.242 4.069
C 1.206 2.530 3.960
C 0.341 1.677 3.291
C -1.138 1.944 3.354
C 0.910 0.530 2.715
N 0.050 -0.338 1.930
C -0.677 -1.247 2.463
C -0.764 -1.563 3.903
C -1.489 -1.991 1.439
C -2.420 -3.059 1.834
N -1.289 -1.579 0.227
C -2.030 -2.108 -0.899
C -3.134 -1.341 -1.342
C -3.802 -0.313 -0.487
C -3.705 -1.631 -2.602
C -3.095 -2.512 -3.441
C -1.908 -3.182 -3.019
C -1.456 -3.101 -1.661
C -0.321 -3.954 -1.199
H 3.209 -1.693 3.315
H 3.675 -1.013 1.772
H 2.109 -1.814 1.953
H 4.113 0.813 3.706
H 3.214 2.925 4.594
H 0.807 3.421 4.429
H -1.358 2.990 3.149
H -1.498 1.755 4.369
H -1.735 1.331 2.679
H -0.115 -0.919 4.489
H -0.485 -2.607 4.074
H -1.797 -1.451 4.245
H -3.186 -2.647 2.501
H -1.880 -3.811 2.419
H -2.901 -3.533 0.983
H -3.211 0.010 0.366
H -4.738 -0.739 -0.111
H -4.067 0.561 -1.081
H -4.598 -1.102 -2.910
H -3.476 -2.699 -4.437
H -1.513 -3.976 -3.646
H 0.214 -4.385 -2.043
H -0.703 -4.787 -0.602
H 0.394 -3.403 -0.583
S 4.921 0.252 -3.108
As 3.189 -0.608 -3.176
S -0.847 0.178 -2.308
S 2.154 -0.409 -0.686
S -0.383 -1.318 -3.476
O -1.464 3.657 0.462
N -0.567 2.923 0.369
O -0.916 1.640 0.094

No. 2
57
Properties=species:S:1:pos:R:3 method="wB97M-V/def2-TZVPD" de_lowest_ev=1.267 e_tot_ev=-43025.6746 lumo_energy_ev=0.88 e_homo_ev=-5.41 charge=-1 molar_mass_g_mol=455.26
C -3.058 -1.105 -1.473
C -1.857 -2.036 -1.643
C -2.097 -3.049 -2.756
O -0.751 -1.240 -2.010
B -0.054 -0.929 -0.777
C 1.509 -1.577 -0.985
C 2.235 -2.007 0.125
C 3.358 -2.851 -0.036
C 3.814 -3.197 -1.315
C 3.118 -2.725 -2.431
C 1.972 -1.909 -2.261
C -0.143 0.718 -0.489
C 0.120 1.599 -1.654
C -0.568 1.284 0.681
O -0.565 -1.741 0.332
C -1.401 -2.716 -0.243
C -2.560 -2.961 0.705
C -0.565 -3.992 -0.445
H -4.000 -1.645 -1.340
H -2.945 -0.434 -0.614
H -3.174 -0.483 -2.365
H -2.950 -3.694 -2.494
H -2.303 -2.531 -3.704
H -1.198 -3.661 -2.926
H 1.935 -1.697 1.130
H 3.873 -3.240 0.847
H 4.654 -3.901 -1.438
H 3.455 -3.008 -3.434
H 1.454 -1.534 -3.143
H 0.085 0.989 -2.558
H -0.527 2.502 -1.748
H 1.156 1.967 -1.567
H -1.473 1.942 0.633
H -0.366 0.868 1.685
H -3.280 -3.665 0.284
H -2.205 -3.386 1.643
H -3.077 -2.033 0.951
H -1.213 -4.838 -0.715
H 0.192 -3.849 -1.236
H -0.045 -4.245 0.494
O -0.947 6.684 4.172
N 0.052 5.952 4.160
O 0.957 5.983 5.041
C 0.244 4.961 3.096
C 1.289 4.036 3.195
C 1.451 3.044 2.190
N 2.700 2.320 2.105
O 3.528 2.454 3.028
O 2.892 1.606 1.084
C 0.521 2.842 1.119
N -0.372 3.930 1.009
N -1.357 4.001 0.061
N -2.163 4.957 0.406
N -1.766 5.538 1.568
C -0.642 4.884 1.954
H 2.040 4.135 4.003
H 1.017 2.684 0.095

No. 3
57
Properties=species:S:1:pos:R:3 method="wB97M-V/def2-TZVPD" e_tot_ev=-181347.7126 lumo_energy_ev="-3.43 / -4.59" e_homo_ev="-10.93 / -11.90" spin_multiplicity=5 charge=+1 molar_mass_g_mol=675.16
Rh -0.819 0.226 -0.471
N -2.424 1.589 -1.647
C -2.686 2.796 -0.839
C -2.785 2.411 0.627
O -3.657 2.831 1.351
N -1.752 1.566 1.014
C -1.739 1.115 2.302
C -2.163 -0.602 2.233
O -2.599 -0.969 3.283
O -1.873 -1.089 1.124
H -2.112 1.840 -2.577
H -3.282 1.059 -1.757
H -3.588 3.330 -1.128
H -1.833 3.468 -0.948
H -2.423 1.595 2.994
H -0.736 0.951 2.706
Br 3.660 -0.752 -5.511
C 2.360 -0.304 -4.239
C 2.561 0.761 -3.381
C 1.579 1.023 -2.446
N 0.452 0.316 -2.352
C 0.259 -0.710 -3.193
C 1.201 -1.054 -4.149
C -1.000 -1.499 -3.022
C -1.477 -2.331 -4.019
C -2.620 -3.074 -3.773
Br -3.294 -4.210 -5.102
C -3.256 -2.976 -2.550
C -2.724 -2.106 -1.614
N -1.633 -1.377 -1.845
H 3.460 1.359 -3.427
H 1.698 1.831 -1.735
H 1.055 -1.908 -4.794
H -0.985 -2.396 -4.979
H -4.142 -3.553 -2.327
H -3.174 -1.989 -0.637
C 1.321 -2.273 1.797
N 1.720 -1.015 2.413
C 2.320 -1.108 3.741
C 3.244 0.066 3.978
C 2.486 1.350 3.729
N 1.848 1.312 2.413
C 1.606 2.593 1.770
C 1.553 0.159 1.770
O 1.106 0.190 0.592
H 2.196 -2.857 1.503
H 0.703 -2.088 0.930
H 0.741 -2.850 2.517
H 2.875 -2.045 3.788
H 1.537 -1.151 4.504
H 4.091 0.003 3.291
H 3.632 0.047 4.995
H 3.165 2.203 3.746
H 1.733 1.513 4.505
H 2.517 2.992 1.315
H 1.257 3.299 2.523
H 0.838 2.491 1.011

No. 4
51
Properties=species:S:1:pos:R:3 method="wB97M-V/def2-TZVPD" de_lowest_ev=1.728 e_tot_ev=-44264.7561 lumo_energy_ev=0.62 e_homo_ev=-7.81 charge=0 smiles="COc1ccc(CNC(=O)N2CCN(c3cccc(Cl)c3)CC2)cc1OC" molar_mass_g_mol=389.88
C 0.240 4.556 -5.957
H 0.191 5.450 -6.577
O 1.342 4.747 -5.106
C 1.654 3.758 -4.223
C 0.958 2.572 -4.069
C 1.366 1.628 -3.138
C 2.473 1.857 -2.343
C 3.176 3.051 -2.486
C 2.789 3.999 -3.417
O 3.419 5.188 -3.633
C 4.576 5.475 -2.890
H 4.365 5.535 -1.817
H 4.916 6.448 -3.243
H 5.362 4.733 -3.064
H 4.039 3.222 -1.862
C 2.893 0.837 -1.317
N 1.822 0.528 -0.386
C 1.115 -0.637 -0.533
O 1.471 -1.522 -1.289
N -0.033 -0.750 0.220
C -0.298 -0.042 1.454
H -1.374 0.167 1.496
H 0.242 0.902 1.501
C 0.103 -0.930 2.646
N -0.600 -2.192 2.625
C -1.820 -2.340 3.259
C -2.385 -3.617 3.380
C -3.574 -3.797 4.056
C -4.246 -2.740 4.648
C -3.682 -1.481 4.548
C -2.497 -1.276 3.867
H -2.113 -0.270 3.806
H -4.182 -0.638 5.001
H -5.174 -2.900 5.171
Cl -4.231 -5.395 4.175
H -1.887 -4.480 2.969
C -0.324 -2.898 1.387
H 0.749 -3.109 1.340
C -0.717 -2.030 0.183
H -1.797 -1.843 0.200
H -0.442 -2.528 -0.746
H -0.867 -3.838 1.346
H 1.173 -1.152 2.562
H -0.065 -0.421 3.594
H 1.340 1.335 -0.024
H 3.154 -0.107 -1.803
H 3.755 1.199 -0.749
H 0.819 0.702 -3.040
H 0.092 2.364 -4.677
H -0.694 4.456 -5.394
H 0.372 3.678 -6.599

No. 5
62
Properties=species:S:1:pos:R:3 method="wB97M-V/def2-TZVPD" e_tot_ev=-80834.7640 lumo_energy_ev=2.06 e_homo_ev=-4.22 charge=-1 molar_mass_g_mol=605.53
Na -0.969 -0.230 -0.705
C 1.675 2.913 0.368
O 1.445 1.660 -0.232
C 2.522 1.248 -1.035
C 2.097 -0.012 -1.766
O 1.326 -0.908 -0.988
C 2.018 -1.650 0.002
C 2.166 -0.986 1.359
O 0.894 -0.807 1.914
C 0.931 -0.453 3.275
H 1.740 3.699 -0.390
H 2.602 2.895 0.961
H 0.843 3.122 1.037
H 3.422 1.093 -0.421
H 2.761 2.010 -1.788
H 2.987 -0.523 -2.162
H 1.455 0.253 -2.607
H 3.012 -1.929 -0.378
H 1.437 -2.562 0.141
H 2.702 -0.033 1.312
H 2.767 -1.668 1.985
H 1.475 -1.208 3.857
H -0.097 -0.406 3.626
H 1.407 0.525 3.421
N -1.606 1.391 1.709
C -2.995 1.224 1.733
C -3.804 2.351 1.590
C -5.182 2.256 1.688
C -5.772 1.028 1.946
C -4.965 -0.092 2.080
C -3.580 -0.032 1.966
C -2.778 -1.290 2.043
C -2.895 -2.064 3.200
C -2.247 -3.286 3.295
C -1.505 -3.733 2.211
C -1.395 -2.935 1.077
C -2.000 -1.674 0.932
H -1.313 2.080 1.029
H -1.095 0.526 1.587
H -3.332 3.309 1.406
H -5.792 3.143 1.566
H -6.848 0.939 2.024
H -5.416 -1.063 2.249
H -3.496 -1.705 4.032
H -2.336 -3.882 4.197
H -1.006 -4.697 2.257
H -0.795 -3.338 0.258
F -2.998 2.381 -4.609
C -2.986 2.408 -3.272
F -3.991 1.656 -2.828
F -3.187 3.661 -2.870
S -1.366 1.759 -2.630
O -1.232 2.306 -1.305
O -1.513 0.324 -2.712
N -0.285 2.205 -3.660
S 0.362 3.659 -3.706
O 1.480 3.800 -2.817
O -0.582 4.731 -3.815
C 1.098 3.511 -5.389
F 1.766 4.647 -5.652
F 1.959 2.495 -5.483
F 0.154 3.356 -6.317

No. 6
56
Properties=species:S:1:pos:R:3 method="wB97M-V/def2-TZVPD" de_lowest_ev=0.065 e_tot_ev=-69428.2555 lumo_energy_ev=-6.72 e_homo_ev=-14.92 charge=+2 molar_mass_g_mol=596.16
In 0.187 -1.157 0.646
N -0.036 -1.941 -1.494
C 0.788 -1.214 -2.454
C 1.019 -1.766 -3.702
C 1.795 -1.091 -4.633
C 2.349 0.142 -4.319
C 2.140 0.689 -3.067
C 1.356 0.021 -2.121
P 1.226 0.771 -0.488
C 2.825 1.374 0.023
C 3.054 2.744 0.134
C 4.323 3.190 0.472
C 5.345 2.279 0.696
C 5.112 0.912 0.583
C 3.851 0.455 0.248
C -0.028 2.041 -0.463
C -0.726 2.371 -1.622
C -1.713 3.344 -1.563
C -2.001 3.972 -0.360
C -1.305 3.635 0.797
C -0.321 2.666 0.752
H -1.028 -1.758 -1.662
H 0.085 -2.944 -1.621
H 0.585 -2.726 -3.954
H 1.967 -1.532 -5.605
H 2.954 0.668 -5.044
H 2.599 1.636 -2.809
H 2.258 3.455 -0.046
H 4.512 4.252 0.559
H 6.332 2.634 0.960
H 5.913 0.208 0.759
H 3.675 -0.612 0.153
H -0.503 1.885 -2.562
H -2.256 3.611 -2.459
H -2.772 4.729 -0.320
H -1.532 4.131 1.731
H 0.223 2.405 1.654
N -3.693 -1.777 3.388
C -2.840 -2.430 2.314
C -3.380 -3.844 2.083
P -3.098 -1.326 0.816
O -3.210 -2.319 -0.433
O -4.341 -0.597 1.133
O -1.808 -0.572 0.525
P -1.121 -2.555 2.945
O -0.764 -0.984 3.246
O -1.045 -3.388 4.137
O -0.258 -2.841 1.687
H -4.426 -1.243 2.869
H -3.166 -1.103 3.947
H -4.098 -2.469 4.020
H -4.425 -3.814 1.769
H -3.291 -4.435 2.996
H -2.807 -4.342 1.304
H -4.117 -2.559 -0.668
H -0.363 -0.877 4.123

No. 7
51
Properties=species:S:1:pos:R:3 method="wB97M-V/def2-TZVPD" e_tot_ev=-33445.5015 lumo_energy_ev="-6.30 / -10.68" e_homo_ev="-12.27 / -14.12" spin_multiplicity=5 charge=+2 molar_mass_g_mol=542.66
Ir -11.178 9.964 5.196
C -14.678 8.312 6.691
C -13.302 8.592 6.260
N -12.978 9.820 5.775
N -13.788 10.841 5.811
C -13.186 11.916 5.277
O -11.937 11.850 4.900
C -14.019 13.139 5.213
C -15.377 13.045 5.426
C -16.143 14.164 5.234
C -15.582 15.405 4.828
C -14.202 15.509 4.669
C -13.399 14.340 4.885
C -12.287 7.598 6.153
C -12.361 6.248 6.572
C -11.227 5.471 6.491
C -10.009 5.999 5.883
C -9.970 7.348 5.515
N -11.085 8.088 5.703
H -15.163 9.296 6.710
H -14.731 7.869 7.703
H -15.205 7.623 6.006
H -15.826 12.127 5.785
H -17.163 14.111 5.466
H -16.209 16.240 4.523
H -13.634 16.422 4.513
H -12.320 14.359 4.769
H -13.314 5.845 6.947
H -11.252 4.409 6.858
H -9.136 5.326 5.772
H -9.105 7.777 5.014
C -8.295 10.845 5.441
C -6.923 11.298 4.888
N -6.952 11.737 3.421
C -7.381 10.543 2.651
C -8.734 9.858 3.224
N -9.314 10.681 4.336
C -9.522 12.142 3.755
C -8.166 12.716 3.318
H -8.711 11.546 6.135
H -8.234 9.836 5.904
H -6.244 10.446 4.890
H -6.489 12.192 5.380
H -6.603 9.797 2.601
H -7.461 10.840 1.599
H -8.375 8.931 3.703
H -9.500 9.733 2.435
H -9.862 12.785 4.553
H -10.211 12.043 2.950
H -7.903 13.582 3.887
H -8.168 12.986 2.282

No. 8
56
Properties=species:S:1:pos:R:3 method="wB97M-V/def2-TZVPD" de_lowest_ev=0.000 e_tot_ev=-73925.8373 lumo_energy_ev=-3.14 e_homo_ev=-8.99 charge=+1 molar_mass_g_mol=603.42
Lu -0.473 -1.156 -1.486
O -5.803 -0.064 -1.054
C -5.689 0.353 -2.304
C -6.760 1.030 -2.938
C -6.754 1.198 -4.298
C -5.643 0.844 -5.093
C -4.537 0.326 -4.408
C -4.482 0.125 -2.987
C -3.293 -0.430 -2.281
O -2.076 -0.496 -2.718
N -3.535 -0.925 -1.102
N -2.441 -1.390 -0.383
C -2.566 -1.547 0.893
C -1.553 -2.213 1.602
C -1.659 -2.094 2.991
C -0.936 -2.950 3.788
C 0.052 -3.725 3.157
C 0.405 -3.552 1.832
C -0.410 -2.806 1.008
O -0.013 -2.735 -0.263
H -4.688 -0.630 -0.822
H -7.641 1.285 -2.366
H -7.629 1.635 -4.839
H -5.680 0.900 -6.157
H -3.640 0.109 -4.959
H -3.418 -1.146 1.464
H -2.362 -1.352 3.401
H -1.176 -3.093 4.849
H 0.571 -4.469 3.753
H 1.239 -4.039 1.314
N 1.220 1.416 2.083
C 1.866 1.208 0.837
C 2.318 2.467 0.076
C 3.466 3.233 0.802
C 4.862 2.584 1.116
N 5.259 1.446 0.320
C 5.530 0.197 0.704
N 5.505 -0.150 2.009
N 5.811 -0.775 -0.175
C 0.929 0.469 -0.099
O -0.268 0.216 0.281
O 1.352 0.066 -1.216
H 0.428 0.819 2.307
H 1.756 1.887 2.788
H 2.755 0.537 0.893
H 1.474 3.197 0.024
H 2.703 2.130 -0.901
H 3.093 3.596 1.788
H 3.678 4.166 0.223
H 4.896 2.154 2.133
H 5.639 3.339 1.092
H 5.263 1.582 -0.714
H 5.383 0.523 2.750
H 5.819 -1.019 2.378
H 5.974 -0.509 -1.150
H 5.881 -1.773 0.056

No. 9
49
Properties=species:S:1:pos:R:3 method="wB97M-V/def2-TZVPD" de_lowest_ev=2.466 e_tot_ev=-30251.9113 lumo_energy_ev=0.66 e_homo_ev=-7.28 charge=0 smiles="COc1ccccc1OCC(=O)Nc1ccc(N2CCCCC2)cc1" molar_mass_g_mol=340.42
C -1.557 -0.957 -1.919
H -1.904 -1.597 -2.737
O -2.593 -0.147 -1.418
C -3.578 -0.748 -0.662
C -3.813 -2.116 -0.683
C -4.836 -2.682 0.057
C -5.641 -1.881 0.842
C -5.407 -0.521 0.889
C -4.381 0.066 0.156
O -4.294 1.423 0.291
C -3.128 2.102 -0.094
H -3.227 3.101 0.347
H -3.070 2.194 -1.187
C -1.852 1.441 0.449
O -1.874 0.643 1.357
N -0.739 1.881 -0.193
C 0.592 1.471 -0.021
C 0.991 0.552 0.941
C 2.316 0.179 1.048
C 3.304 0.710 0.209
C 2.885 1.647 -0.745
C 1.562 2.013 -0.860
H 1.277 2.741 -1.608
H 3.605 2.119 -1.395
N 4.649 0.409 0.346
C 5.116 -0.404 1.448
H 4.536 -0.175 2.342
C 5.079 -1.900 1.121
C 5.919 -2.163 -0.126
C 5.445 -1.266 -1.267
C 5.473 0.203 -0.828
H 5.135 0.837 -1.645
H 6.500 0.490 -0.575
H 6.079 -1.399 -2.145
H 4.421 -1.531 -1.541
H 5.847 -3.213 -0.417
H 6.968 -1.947 0.091
H 5.460 -2.474 1.967
H 4.048 -2.208 0.934
H 6.155 -0.111 1.643
H 2.569 -0.548 1.802
H 0.257 0.121 1.601
H -0.873 2.550 -0.938
H -6.007 0.128 1.507
H -6.442 -2.310 1.424
H -4.994 -3.749 0.014
H -3.196 -2.755 -1.295
H -1.118 -1.573 -1.129
H -0.801 -0.271 -2.300

Question: What is the charge in the seventh record?
Answer: +2